Record 1
Density functional theory data (the ωB97M-V functional and the def2-TZVPD basis) for a molecular structure, C2H8N2O2.

Results
frontier orbital gap (alpha / beta)	8.25 / 8.25	eV
energy above the lowest of the compared OMol25 structures with the same formula, charge and spin	6.570	eV
highest occupied orbital energy (alpha / beta)	-8.6 / -8.6	eV
energy	-9273.340	eV
LUMO (alpha / beta)	-0.33 / -0.33	eV

Last column: Mulliken charge in e.
CARTESIAN COORDINATES (ANGSTROEM)
1 C 0.599 0.213 -0.475  -0.25
2 C -1.937 1.000 0.029  -0.70
3 N 0.557 -0.607 0.650  0.02
4 N 0.666 -1.852 0.453  -0.11
5 O -1.211 -0.094 -0.453  -0.48
6 O 2.431 0.139 -0.133  -0.69
7 H 2.664 0.887 0.433  0.25
8 H 0.641 -2.455 1.261  0.25
9 H 0.822 -2.249 -0.471  0.24
10 H 0.518 1.274 -0.320  0.35
11 H 0.728 -0.177 -1.474  0.33
12 H -1.707 1.230 1.082  0.29
13 H -1.763 1.917 -0.557  0.27
14 H -3.008 0.774 -0.025  0.25

---

Record 2
Density functional theory data (the ωB97M-V functional and the def2-TZVPD basis) for a molecular structure, C11H19Cl2N2O5S4.

Results
frontier orbital gap	8.32	eV
highest occupied orbital energy	-5.8	eV
energy	-93318.536	eV
LUMO	2.49	eV
charge	-1

Last column: Mulliken charge in e.
CARTESIAN COORDINATES (ANGSTROEM)
1 C -4.108 -1.848 0.398  -1.40
2 C -3.294 -0.826 1.188  0.20
3 Cl -1.728 -1.583 1.499  -0.16
4 C -3.211 0.461 0.379  -0.62
5 Cl -4.853 1.151 0.473  -0.12
6 S -2.103 1.772 1.090  1.01
7 O -2.734 2.985 0.688  -0.67
8 O -2.118 1.578 2.521  -0.65
9 N -0.624 1.586 0.436  -0.29
10 S 0.410 2.636 1.139  1.23
11 O 1.267 3.176 0.116  -0.72
12 O -0.247 3.698 1.847  -0.75
13 C 1.439 1.824 2.395  -1.25
14 C 1.094 0.367 2.679  0.70
15 C 2.285 -0.614 2.386  -1.11
16 S 2.148 -1.719 0.954  -0.13
17 C 2.623 -0.738 -0.466  0.34
18 S 3.313 0.719 -0.274  -0.23
19 N 2.351 -1.359 -1.672  -0.12
20 C 2.800 -0.572 -2.818  -1.02
21 C 1.725 0.418 -3.217  -0.04
22 O 0.712 -0.321 -3.886  -0.45
23 C 0.320 -1.461 -3.169  -0.86
24 C 0.865 -1.560 -1.755  -0.47
25 H -4.938 -1.389 -0.119  0.41
26 H -3.474 -2.291 -0.359  0.33
27 H -4.482 -2.639 1.032  0.34
28 H -3.824 -0.632 2.104  0.40
29 H -2.978 0.304 -0.661  0.38
30 H 1.310 2.404 3.293  0.45
31 H 2.482 1.879 2.143  0.54
32 H 0.184 0.067 2.201  -0.53
33 H 0.919 0.266 3.743  0.39
34 H 2.340 -1.285 3.232  0.44
35 H 3.229 -0.090 2.355  0.57
36 H 3.777 -0.143 -2.689  0.53
37 H 2.875 -1.262 -3.653  0.39
38 H 1.335 0.993 -2.383  0.16
39 H 2.099 1.135 -3.933  0.35
40 H -0.763 -1.482 -3.089  0.43
41 H 0.593 -2.373 -3.700  0.32
42 H 0.559 -2.471 -1.272  0.38
43 H 0.424 -0.760 -1.176  0.32

---

Record 3
Density functional theory data (the ωB97M-V functional and the def2-TZVPD basis) for a molecular structure, C26H35BrN2O2P2SiTa.

Results
frontier orbital gap	7.14	eV
energy above the lowest of the compared OMol25 structures with the same formula, charge and spin	0.058	eV
highest occupied orbital energy	-17.4	eV
energy	-132634.139	eV
LUMO	-10.29	eV
charge	+3

Last column: Mulliken charge in e.
CARTESIAN COORDINATES (ANGSTROEM)
1 Ta 0.133 -0.660 -0.274  0.93
2 C -0.892 -0.003 3.293  -1.49
3 P 0.587 -0.430 2.339  1.20
4 C 1.183 -1.953 3.128  -1.21
5 C 1.762 0.902 2.657  0.62
6 C 1.856 1.523 3.900  -0.94
7 C 2.763 2.558 4.085  -0.89
8 C 3.574 2.978 3.041  -0.81
9 C 3.503 2.355 1.802  -0.92
10 C 2.598 1.316 1.611  0.81
11 P 2.528 0.354 0.101  1.14
12 C 3.709 -1.012 0.259  -1.11
13 C 3.125 1.362 -1.271  -1.57
14 H -1.308 0.946 2.957  0.30
15 H -0.598 0.092 4.340  0.75
16 H -1.644 -0.789 3.240  0.35
17 H 1.476 -1.725 4.155  0.51
18 H 2.040 -2.386 2.615  0.19
19 H 0.377 -2.687 3.155  0.39
20 H 1.234 1.218 4.730  0.38
21 H 2.832 3.041 5.051  0.46
22 H 4.271 3.791 3.192  0.47
23 H 4.155 2.684 1.004  0.43
24 H 4.701 -0.592 0.435  0.48
25 H 3.724 -1.605 -0.654  0.40
26 H 3.463 -1.650 1.106  0.19
27 H 4.150 1.675 -1.063  0.64
28 H 2.494 2.237 -1.410  0.32
29 H 3.143 0.775 -2.188  0.46
30 C -1.430 -3.925 1.226  -1.62
31 C -2.195 -2.645 1.145  0.21
32 C -3.543 -2.545 1.452  -0.74
33 C -4.206 -1.335 1.281  -0.95
34 C -3.539 -0.207 0.812  -0.72
35 C -2.190 -0.343 0.560  0.44
36 N -1.550 -1.533 0.739  0.47
37 N -1.292 0.620 0.035  0.74
38 Si -1.770 2.369 -0.401  -0.07
39 C -0.171 3.168 -0.900  -0.83
40 C -3.050 2.235 -1.741  -1.05
41 C -2.376 3.085 1.204  -1.06
42 H -1.851 -4.661 0.539  0.46
43 H -1.493 -4.353 2.228  0.43
44 H -0.378 -3.788 0.970  0.22
45 H -4.076 -3.417 1.804  0.63
46 H -5.263 -1.272 1.503  0.52
47 H -4.054 0.725 0.640  0.58
48 H 0.186 2.857 -1.880  0.24
49 H 0.607 3.007 -0.147  0.12
50 H -0.336 4.248 -0.936  0.55
51 H -2.947 1.315 -2.322  0.31
52 H -2.941 3.066 -2.441  0.46
53 H -4.067 2.279 -1.351  0.39
54 H -1.558 3.220 1.916  0.34
55 H -3.173 2.526 1.694  0.40
56 H -2.777 4.082 1.000  0.44
57 Br -1.636 -2.201 -2.225  0.02
58 C -0.718 -2.014 -3.916  0.33
59 C -1.252 -2.594 -5.042  -0.77
60 C -0.577 -2.401 -6.246  -0.59
61 C 0.581 -1.641 -6.305  -0.79
62 C 1.103 -1.057 -5.158  -0.23
63 C 0.449 -1.251 -3.952  -0.20
64 C 0.838 -0.744 -2.630  1.15
65 O 1.324 -1.547 -1.741  -0.74
66 O 0.425 0.350 -2.141  -0.50
67 H -2.163 -3.175 -5.005  0.49
68 H -0.972 -2.851 -7.146  0.44
69 H 1.083 -1.502 -7.252  0.45
70 H 2.008 -0.466 -5.204  0.51

---

Record 4
Density functional theory data (the ωB97M-V functional and the def2-TZVPD basis) for 14 unconnected molecules or ions with the total composition C8H40O13.

Results
frontier orbital gap	8.81	eV
energy above the lowest of the compared OMol25 structures with the same formula, charge and spin	1.304	eV
highest occupied orbital energy	-8.8	eV
energy	-35561.048	eV
LUMO	-0.03	eV

Last column: Mulliken charge in e.
CARTESIAN COORDINATES (ANGSTROEM)
1 C -2.048 -0.249 2.282  -0.34
2 C -2.707 0.884 1.431  -0.80
3 C -1.824 1.141 0.185  0.55
4 C -0.434 1.603 0.429  0.49
5 C 0.138 2.137 1.496  -0.94
6 C 2.683 1.058 -1.972  -1.46
7 C 1.814 1.169 -0.743  0.18
8 C 0.498 1.360 -0.778  0.36
9 H -1.111 0.134 2.663  -0.20
10 H -1.880 -1.106 1.664  0.08
11 H -2.653 -0.539 3.158  0.44
12 H -2.915 1.784 2.082  0.31
13 H -3.677 0.606 1.025  0.42
14 H -2.201 2.017 -0.405  0.43
15 H -2.036 0.318 -0.521  -0.94
16 H 1.174 2.209 1.803  0.20
17 H -0.502 2.352 2.370  0.21
18 H 2.102 1.456 -2.849  0.35
19 H 2.915 0.018 -2.200  0.29
20 H 3.582 1.692 -1.909  0.37
21 H 2.358 1.200 0.182  0.37
22 H 0.082 1.386 -1.802  -0.11
23 H 1.698 4.836 -0.287  0.28
24 H 0.325 4.231 -0.475  0.41
25 O 1.045 4.324 0.201  -0.59
26 H -1.753 1.737 -3.052  0.30
27 H -1.136 1.940 -4.439  0.34
28 O -1.637 2.394 -3.752  -0.68
29 H 0.276 -3.101 -0.225  0.25
30 H -0.718 -1.978 -0.009  0.23
31 O 0.129 -2.133 -0.435  -0.70
32 H -0.398 3.323 -2.488  0.35
33 H -1.325 4.556 -2.168  0.31
34 O -0.434 4.211 -2.088  -0.67
35 H 3.416 -1.580 0.172  0.38
36 H 2.782 -2.671 -0.789  0.34
37 O 3.476 -2.487 -0.152  -0.74
38 H 0.418 -0.059 3.966  0.30
39 H 1.864 -0.378 4.450  0.29
40 O 1.009 -0.782 4.278  -0.65
41 H -0.488 1.966 4.782  0.30
42 H 0.602 2.587 3.877  0.34
43 O 0.431 1.879 4.501  -0.62
44 H -0.023 -2.873 -2.798  0.34
45 H -1.279 -3.606 -2.504  0.32
46 O -0.781 -3.249 -3.255  -0.64
47 H 1.713 -2.915 2.372  0.36
48 H 2.654 -3.247 1.211  0.43
49 O 1.984 -3.658 1.803  -0.77
50 H 1.103 -1.061 0.529  0.59
51 H 1.460 0.154 1.408  -0.05
52 O 1.694 -0.762 1.266  -0.59
53 H -0.747 -4.889 0.866  0.31
54 H 0.640 -4.168 1.078  0.44
55 O 0.099 -4.754 0.427  -0.71
56 H -0.914 -1.252 -2.102  0.14
57 H -1.984 -1.218 -3.232  0.36
58 O -1.217 -0.770 -2.877  -0.53
59 H -3.557 -0.433 -1.705  0.32
60 H -4.375 -1.331 -2.631  0.31
61 O -3.617 -1.345 -2.030  -0.63

---

Record 5
Density functional theory data (the ωB97M-V functional and the def2-TZVPD basis) for C4H2S in the gas phase.

Results
frontier orbital gap (alpha / beta)	6.51 / 6.49	eV
energy above the lowest of the compared OMol25 structures with the same formula, charge and spin	3.251	eV
highest occupied orbital energy (alpha / beta)	-9.9 / -9.8	eV
energy	-15008.890	eV
LUMO (alpha / beta)	-3.37 / -3.35	eV

Last column: Mulliken charge in e.
CARTESIAN COORDINATES (ANGSTROEM)
1 C -1.100 2.013 -0.202  0.05
2 C -1.253 3.182 0.167  -0.40
3 C -0.407 0.820 -0.087  0.06
4 C -0.924 -0.458 0.022  -0.26
5 S -2.588 -0.810 -0.007  -0.08
6 H 0.749 0.721 -0.057  0.24
7 H -0.443 -1.420 0.072  0.38